Record 1
The following is a DFT calculation (ωB97M-V/def2-TZVPD) of a structure of composition C23H30AsN7O3STi at a distorted geometry.

## Properties
- max |F| (eV/A) = 7.5
- electronic energy (a.u.) = -4986.5395
- LUMO (alpha / beta) (eV) = 2.4 / 2.4
- total charge = -1
- multiplicity = 2
- HOMO energy (alpha / beta) (eV) = -1.8035 / -2.4102

Last column: Löwdin spin population.
Cartesian coordinates (Å):
Ti1 0.037872 -0.007445 -0.004457  0.769
C1 -1.963535 1.640252 1.561905  0.007
N1 -0.896823 0.657425 1.824733  0.007
C2 -1.354930 -0.473960 2.650403  0.007
C3 -1.584828 -1.645345 1.758300  0.005
N2 -1.518028 -1.590315 0.415944  0.015
C4 -1.688872 -2.881885 -0.006815  0.006
C5 -1.659293 -3.424759 -1.290188  0.003
C6 -1.836813 -4.793085 -1.439839  0.001
C7 -2.041238 -5.621124 -0.331171  0.000
C8 -2.071770 -5.104203 0.959257  0.001
C9 -1.889836 -3.737857 1.091271  0.001
N3 -1.845954 -2.908672 2.198603  0.001
C10 -2.409071 1.504898 0.155876  0.021
N4 -2.036441 0.531900 -0.639502  -0.002
C11 -2.607069 0.848950 -1.880821  -0.001
C12 -2.507537 0.190940 -3.099053  0.003
C13 -3.159175 0.721313 -4.205207  0.002
C14 -3.904330 1.899044 -4.103514  0.002
C15 -4.016281 2.576794 -2.897191  0.003
C16 -3.354256 2.027430 -1.805485  -0.001
N5 -3.236902 2.424254 -0.501055  0.007
H1 -1.554895 2.648989 1.716340  0.002
H2 -2.817663 1.535495 2.244037  0.002
H3 -0.171477 1.133555 2.355536  0.001
H4 -2.260288 -0.248977 3.225326  0.000
H5 -0.572063 -0.722330 3.373295  0.000
H6 -1.484792 -2.782274 -2.143967  0.002
H7 -1.810386 -5.223961 -2.433473  0.000
H8 -2.172421 -6.686506 -0.479641  0.000
H9 -2.221646 -5.746849 1.817628  0.000
H10 -1.936046 -3.193095 3.154818  0.000
H11 -1.914327 -0.710408 -3.176066  0.002
H12 -3.081486 0.214688 -5.159489  0.000
H13 -4.400109 2.293367 -4.983122  0.000
H14 -4.587724 3.493366 -2.818771  0.000
H15 -3.636781 3.250842 -0.099453  0.000
N6 2.090548 -0.676305 -0.254279  0.013
C17 3.068141 -1.665498 0.160539  0.004
C18 2.351982 -2.945413 0.544908  0.000
C19 1.214760 -2.645675 1.508735  0.001
O1 1.215252 -3.262875 2.583997  0.001
O2 0.302713 -1.829300 1.097649  0.015
H16 2.074495 -0.460246 -1.568357  0.002
H17 2.596256 0.835348 -0.418584  0.015
H18 3.613041 -1.295842 1.042527  0.000
H19 3.795400 -1.856927 -0.648797  0.000
H20 3.043298 -3.661282 1.001905  0.000
H21 1.937403 -3.431696 -0.346307  0.000
O3 -0.345458 1.050625 -1.260334  -0.010
N7 1.824099 1.949151 1.986728  0.002
C20 1.197048 1.273922 1.271812  0.009
C21 3.006143 0.821709 -4.367553  0.002
As1 3.185205 1.784988 -2.684028  0.014
C22 4.914957 1.480994 -1.794265  0.006
C23 2.752423 3.689363 -2.832938  0.001
S1 1.792609 0.991686 -1.498847  0.055
H22 3.732996 1.187957 -5.096790  0.000
H23 1.998272 0.973945 -4.751072  0.001
H24 3.178777 -0.237454 -4.183653  0.000
H25 5.744354 1.884049 -2.387283  0.001
H26 5.050226 0.408102 -1.665336  0.000
H27 4.893142 1.974241 -0.822800  0.000
H28 3.468708 4.209219 -3.481076  0.000
H29 2.782659 4.127164 -1.836054  0.000
H30 1.752050 3.779409 -3.251084  0.000

Cartesian forces (eV/Å) of the 3 atoms listed first:
0.1641 -1.7600 1.8240
-0.0183 0.3843 -0.2800
-2.8665 -0.2256 2.3115


Record 2
The following is a DFT calculation (ωB97M-V/def2-TZVPD) of a cluster of 9 separate species, C7H30NO8 in total at a distorted geometry.

## Properties
- max |F| (eV/A) = 2.7
- electronic energy (a.u.) = -941.1044
- LUMO (eV) = -2.6
- total charge = +1
- HOMO energy (eV) = -11.6539

Last column: natural (NBO) charge in e.
Cartesian coordinates (Å):
C1 -0.070371 -2.531209 1.772957  -0.238
C2 1.092873 -1.424387 1.921126  -0.407
C3 1.084527 -0.419092 0.791233  -0.488
C4 -1.143668 3.729208 -0.257299  -0.345
C5 -1.359802 2.411802 -0.252683  -0.246
C6 -0.197728 1.485282 -0.094566  -0.195
C7 -0.177981 0.382297 0.646078  -0.205
N1 -0.362253 -2.776932 0.317782  -0.729
H1 0.137070 -3.492962 2.267967  0.223
H2 -0.979476 -2.111690 2.198009  0.235
H3 1.974691 -1.995561 1.846560  0.211
H4 1.068619 -0.981106 2.899548  0.259
H5 1.523400 -0.876945 -0.170064  0.209
H6 1.795455 0.424941 1.053040  0.283
H7 -1.937961 4.427863 -0.273558  0.207
H8 -0.139685 4.244559 -0.279996  0.196
H9 -2.326131 1.908171 -0.266639  0.216
H10 0.665517 1.734065 -0.761493  0.201
H11 -1.070878 0.275356 1.286302  0.153
H12 -1.177745 -3.338412 0.130059  0.430
H13 0.487015 -3.155632 -0.114552  0.447
H14 -0.639814 -1.838110 -0.183560  0.494
H15 2.881954 0.702034 -2.060126  0.493
H16 3.263788 2.147854 -1.953691  0.495
O1 2.571805 1.528171 -1.673468  -0.964
H17 2.156731 1.854397 2.809236  0.496
H18 1.700709 1.318236 4.169073  0.472
O2 1.408621 1.454338 3.252225  -0.970
H19 -0.770274 0.727348 -4.008915  0.498
H20 -0.016414 1.100660 -2.702988  0.501
O3 -0.799809 0.653910 -3.051961  -0.966
H21 -2.026631 -1.795139 -1.984306  0.519
H22 -0.951917 -0.825035 -2.099634  0.520
O4 -1.065511 -1.762059 -1.838358  -1.018
H23 2.468350 2.035249 0.172297  0.496
H24 2.538428 3.355068 0.939553  0.482
O5 2.604103 2.412723 1.043735  -0.972
H25 0.344932 -2.851939 -2.301536  0.488
H26 1.281307 -3.614464 -3.227903  0.485
O6 1.170737 -3.339668 -2.313012  -0.986
H27 -3.292990 0.104599 -2.497814  0.492
H28 -4.300615 -1.033911 -2.581017  0.489
O7 -3.564909 -0.717082 -2.066884  -0.959
H29 -2.143214 0.528903 3.789288  0.481
H30 -1.646872 0.200076 2.479048  0.446
O8 -2.058001 -0.265777 3.230913  -0.928

Cartesian forces (eV/Å) of the 3 atoms listed first:
0.0897 1.1880 0.5094
-1.6354 -1.8864 -0.9511
1.4551 1.0873 -0.1212


Record 3
The following is a DFT calculation (ωB97M-V/def2-TZVPD) of a structure of composition C41H37AsN7O10S3SbTa at a distorted geometry.

## Properties
- max |F| (eV/A) = 2.8
- electronic energy (a.u.) = -6447.6652
- LUMO (eV) = -3.4
- total charge = +1
- HOMO energy (eV) = -11.2722

Last column: Löwdin charge in e.
Cartesian coordinates (Å):
Ta1 -1.564348 0.377636 -0.683053  1.508
C1 -0.616049 6.525079 1.859181  0.015
C2 -1.775089 5.630183 2.058201  -0.297
N1 -2.954429 5.963799 2.492379  0.152
N2 -3.652494 4.799182 2.488316  0.037
C3 -2.948608 3.772596 2.013773  -0.575
S1 -3.708950 2.227257 1.764395  0.606
N3 -1.737798 4.287121 1.750011  -0.037
N4 -0.561529 3.642382 1.344494  0.153
H1 -0.764403 7.435451 2.433132  0.093
H2 -0.518177 6.781337 0.803346  0.095
H3 0.297538 6.023608 2.173862  0.087
H4 -4.611082 4.785185 2.797923  0.167
H5 -0.442986 3.880182 0.351314  0.072
H6 -0.725697 2.641310 1.420654  -0.007
O1 -3.450724 3.458517 -2.740279  -0.200
As1 -1.831938 3.252779 -2.130246  0.984
O2 -1.198017 4.646030 -1.592334  -0.407
O3 -2.167552 2.232703 -0.686301  -0.629
C4 -1.090235 2.540799 -3.784889  -0.228
C5 -0.732934 3.584880 -4.613678  -0.057
C6 -0.272012 3.337148 -5.909782  -0.025
C7 -0.168343 2.051245 -6.385819  -0.032
C8 -0.497291 0.980603 -5.558205  -0.023
C9 -0.933068 1.229351 -4.271325  -0.271
S2 -1.403529 -0.159317 -3.333628  0.639
O4 -1.608648 -1.325535 -4.105568  -0.191
O5 -2.577714 0.385711 -2.536214  -0.419
O6 -0.377541 -0.366984 -2.177417  -0.421
H7 -3.981880 3.988296 -2.129014  0.067
H8 -0.812027 4.605250 -4.257746  0.116
H9 -0.001558 4.171094 -6.542793  0.122
H10 0.155691 1.866990 -7.400240  0.122
H11 -0.424564 -0.038651 -5.913185  0.125
N5 -0.318525 -5.478057 -6.499277  0.182
C10 -0.363566 -5.106577 -5.414426  -0.161
C11 -0.426180 -4.609286 -4.065487  -0.216
C12 -1.551458 -4.823366 -3.280840  0.007
C13 -1.571346 -4.264034 -2.013681  -0.129
N6 -0.572084 -3.543546 -1.504930  0.064
C14 0.512241 -3.377775 -2.260501  -0.133
C15 0.634860 -3.881271 -3.542671  0.006
H12 -2.389788 -5.398862 -3.645470  0.127
H13 -2.446623 -4.391742 -1.386085  0.106
H14 1.329277 -2.821878 -1.815060  0.104
H15 1.529745 -3.703610 -4.122173  0.128
C16 -3.156901 -1.062727 -0.406067  -0.325
H16 -3.241099 -1.565475 0.552282  -0.029
H17 -3.044939 -1.822025 -1.189714  0.012
H18 -4.081982 -0.518732 -0.630013  0.034
S3 -2.272931 0.782409 1.845941  0.226
Sb1 -0.355051 -1.651410 1.210825  1.545
C17 -1.734950 -2.922299 2.166890  -0.377
C18 -2.117903 -4.133370 1.592209  -0.140
C19 -3.067696 -4.937450 2.204997  -0.069
C20 -3.658680 -4.526444 3.391295  -0.071
C21 -3.293826 -3.316958 3.962610  -0.067
C22 -2.335437 -2.517168 3.356396  -0.129
C23 1.340586 -2.875692 0.909974  -0.405
C24 2.517106 -2.214585 0.569351  -0.136
C25 3.685925 -2.929217 0.342305  -0.071
C26 3.682197 -4.309852 0.462402  -0.071
C27 2.514422 -4.969639 0.818195  -0.065
C28 1.341826 -4.258591 1.032691  -0.121
C29 0.527881 -0.890926 3.025758  -0.344
C30 1.164116 -1.853626 3.813853  -0.117
C31 1.776341 -1.514592 5.010322  -0.066
C32 1.768579 -0.198275 5.448402  -0.073
C33 1.140350 0.767811 4.680900  -0.076
C34 0.528541 0.424565 3.482024  -0.178
H19 -1.676481 -4.456211 0.658519  0.062
H20 -3.347899 -5.881633 1.756845  0.109
H21 -4.405120 -5.146455 3.869429  0.109
H22 -3.755299 -2.994032 4.886315  0.110
H23 -2.056909 -1.579715 3.823840  0.086
H24 2.539968 -1.131434 0.491469  0.088
H25 4.595202 -2.406390 0.075579  0.109
H26 4.587966 -4.872390 0.279657  0.109
H27 2.515966 -6.045909 0.932076  0.110
H28 0.446347 -4.795658 1.312812  0.092
H29 1.180945 -2.893663 3.514024  0.098
H30 2.263088 -2.282520 5.596368  0.110
H31 2.251265 0.069645 6.378654  0.108
H32 1.120791 1.797862 5.012667  0.108
H33 0.064710 1.208726 2.901647  0.027
O7 0.521024 2.081637 -1.660163  -0.037
C35 0.988066 1.751317 -0.563867  -0.558
O8 0.257957 1.115361 0.295637  -0.311
C36 2.405778 2.027643 -0.218861  -0.113
C37 2.911061 1.645425 1.021575  0.010
C38 4.234510 1.906600 1.337457  0.031
C39 5.010143 2.549942 0.391354  -0.121
C40 4.535370 2.943061 -0.847207  0.026
C41 3.211772 2.676521 -1.149917  0.022
N7 6.430848 2.836274 0.723307  -0.346
O9 7.080826 3.443185 -0.102446  0.091
O10 6.839617 2.441815 1.795359  0.091
H34 2.270439 1.147024 1.737303  0.098
H35 4.659956 1.628076 2.289444  0.126
H36 5.191150 3.447524 -1.539737  0.125
H37 2.791928 2.969465 -2.101628  0.126

Cartesian forces (eV/Å) of the 3 atoms listed first:
-0.1161 1.2210 2.5169
-0.0062 0.0381 0.0256
-0.0246 0.1303 0.0172


Record 4
The following is a DFT calculation (ωB97M-V/def2-TZVPD) of a cluster of 8 separate species, C26H74N6O8 in total at a distorted geometry.

## Properties
- max |F| (eV/A) = 10.5
- electronic energy (a.u.) = -1964.8933
- LUMO (eV) = 0.6
- total charge = 0
- HOMO energy (eV) = -8.0066
- structure (SMILES) = COC[C@H](C)N.COC[C@H](C)N.COC[C@H](C)N.COC[C@H](C)N.COC[C@H](C)N.COC[C@H](C)N.CO.CO

Last column: Löwdin charge in e.
Cartesian coordinates (Å):
C1 3.170295 -3.606758 -5.732092  -0.054
O1 2.273861 -3.647976 -4.583876  -0.173
C2 1.767219 -2.432487 -4.391871  -0.271
C3 0.931241 -2.696728 -3.082698  -0.402
C4 0.019996 -3.874651 -3.068898  -0.059
N1 0.123130 -1.444944 -2.856402  0.030
H1 2.913154 -2.938933 -6.595413  0.107
H2 3.334515 -4.592541 -6.137243  0.084
H3 4.052390 -3.223504 -5.350885  0.054
H4 2.512216 -1.720659 -4.185133  0.086
H5 0.840844 -2.143076 -5.121916  0.177
H6 1.588748 -2.631758 -2.241669  0.123
H7 -0.791139 -3.989135 -3.961431  0.142
H8 -0.719177 -3.659375 -2.287989  0.061
H9 0.640890 -4.721636 -2.789024  0.080
H10 -0.475832 -1.207924 -3.582872  0.034
H11 0.835736 -0.662859 -2.816087  0.094
C5 0.421630 5.422895 3.680051  -0.030
O2 -0.219329 4.087658 3.591191  -0.202
C6 -1.313785 4.004425 2.789094  -0.278
C7 -1.310004 2.811973 1.877129  -0.455
C8 -0.217927 3.013829 0.742034  -0.028
N2 -2.614490 2.575240 1.328563  0.072
H12 1.242044 5.290435 4.334073  0.057
H13 -0.260722 6.278150 3.906106  0.101
H14 0.820358 5.555095 2.631498  0.102
H15 -2.235709 3.805037 3.387384  0.125
H16 -1.646562 4.875540 2.253306  0.122
H17 -1.067638 1.954240 2.328462  0.076
H18 -0.501541 4.072512 0.538353  0.086
H19 -0.337989 2.294401 0.005521  0.032
H20 0.839965 3.017968 1.036648  0.050
H21 -3.210476 2.266122 2.323692  0.185
H22 -2.696263 1.855996 0.800300  -0.096
C9 4.159073 -0.920481 -1.824851  -0.169
O3 3.282941 -0.013155 -2.359594  -0.224
C10 3.316766 1.206283 -1.505789  -0.112
C11 2.284755 2.331346 -2.199599  -0.357
C12 2.908427 2.843325 -3.587877  -0.055
N3 2.199117 3.465311 -1.351193  0.041
H23 5.232861 -0.581730 -1.780318  0.093
H24 4.138403 -1.868857 -2.561198  0.131
H25 3.902870 -1.055621 -0.757995  0.086
H26 2.922229 1.063723 -0.495250  0.089
H27 4.270877 1.678504 -1.322895  0.103
H28 1.267497 1.948382 -2.505190  0.140
H29 2.975443 2.089896 -4.303813  0.040
H30 3.887762 3.211318 -3.489044  0.052
H31 2.305254 3.681388 -3.975271  0.080
H32 3.022740 3.831197 -1.444804  -0.014
H33 1.444837 4.122587 -1.690221  0.126
C13 -6.258539 -1.729382 -3.603280  -0.152
O4 -5.708691 -0.538943 -3.184412  -0.130
C14 -4.880496 -0.751973 -2.153818  -0.267
C15 -4.141841 0.552068 -1.827061  -0.379
C16 -3.182030 0.909960 -3.068265  -0.007
N4 -3.295868 0.493527 -0.670566  0.037
H34 -5.757168 -2.526648 -4.138484  0.084
H35 -6.849136 -2.316936 -2.927922  0.077
H36 -7.045523 -1.524747 -4.392055  0.107
H37 -5.370866 -1.237327 -1.245568  0.143
H38 -4.123244 -1.554841 -2.385129  0.135
H39 -4.699241 1.307113 -1.638234  0.074
H40 -2.459747 0.039957 -3.243863  0.088
H41 -2.750062 1.875558 -3.147699  0.056
H42 -3.946702 0.959638 -3.777577  0.038
H43 -2.735139 -0.265515 -0.872352  0.012
H44 -3.850505 0.262180 0.261420  0.147
C17 -3.934815 -5.376309 -0.192698  -0.155
O5 -3.295909 -4.947899 0.935090  -0.174
C18 -3.201843 -3.535361 1.054391  -0.176
C19 -2.239760 -3.259976 2.216945  -0.480
C20 -2.774410 -3.758371 3.532998  -0.084
N5 -1.976274 -1.919428 2.402900  0.041
H45 -3.259476 -5.347849 -0.904305  0.024
H46 -5.013317 -5.102656 -0.461088  0.122
H47 -3.949085 -6.471671 -0.206312  0.092
H48 -2.811986 -3.137080 0.177203  0.076
H49 -4.314618 -3.099610 1.114720  0.167
H50 -1.261437 -3.770426 1.984851  0.157
H51 -2.678210 -4.896302 3.796249  0.102
H52 -3.762243 -3.586045 3.889647  0.051
H53 -2.211979 -3.411434 4.491417  0.088
H54 -1.535271 -1.502207 1.554073  0.043
H55 -1.328077 -1.683645 3.126724  0.033
C21 4.896943 3.857664 1.424384  -0.119
O6 4.726791 3.337196 2.727053  -0.185
C22 3.363460 3.274001 3.239935  -0.159
C23 3.075355 1.908111 3.892034  -0.427
C24 3.271716 0.740547 2.878483  -0.014
N6 1.791297 1.883546 4.411046  0.079
H56 4.461236 4.873492 1.264305  0.090
H57 4.549489 3.120823 0.689776  0.061
H58 6.033033 4.072914 1.338901  0.113
H59 3.145738 4.154723 3.585507  0.061
H60 2.594465 3.351638 2.571509  0.075
H61 3.832545 1.798051 4.681713  0.148
H62 4.381769 0.759799 2.446748  0.136
H63 2.586177 0.899574 2.194578  -0.001
H64 3.058883 -0.122960 3.447405  0.056
H65 1.799667 2.312141 5.256510  0.053
H66 1.200077 2.579142 3.856769  0.102
C25 0.680955 -1.582204 5.306979  -0.118
O7 0.229991 -0.810590 4.184062  -0.153
H67 -0.186583 -2.008123 5.957871  0.117
H68 1.016550 -0.776904 5.728974  0.002
H69 1.376332 -2.388875 5.156402  0.074
H70 0.891718 -0.142910 4.032002  0.009
C26 0.422269 -0.718111 0.561829  -0.201
O8 -0.601907 -1.335645 -0.072819  -0.196
H71 -0.153706 -0.142041 1.417193  0.114
H72 0.935871 -0.214853 -0.262482  0.064
H73 1.203348 -1.364210 0.980919  0.081
H74 -0.211474 -1.483341 -1.008527  0.064

Cartesian forces (eV/Å) of the 3 atoms listed first:
-1.2746 -0.2943 -0.3745
2.0225 -2.2664 -3.5683
-5.6771 -0.4724 1.7709